Here is a molecular structure, C11H24O6V from the Open Molecules 2025 dataset. Energies are from wB97M-V/def2-TZVPD.

Charge = +1
⟨S²⟩ = 2.02
Spin multiplicity = 3
E = -49763.1326 eV
Largest force on an atom = 0.19 eV/A
HOMO-LUMO gap (spin up / spin down) = 0.3327 / 0.3903 Ha
Energy relative to the best compared isomer or geometry (same formula, charge and spin) = 0.00 kJ/mol

Positions of all 42 atoms, in Å:
1 V 0.118 -0.295 0.099
2 O -2.390 -2.312 -0.236
3 O -0.143 -2.373 -0.139
4 O 0.493 -0.603 2.184
5 O 0.624 -0.165 -1.971
6 O 2.174 -0.592 0.131
7 O -0.511 1.372 0.319
8 C -0.243 0.127 3.179
9 C 1.895 -0.674 2.463
10 C -2.713 2.163 -0.212
11 C 2.551 -1.360 1.292
12 C -0.071 0.687 -2.895
13 C -0.702 3.687 -0.270
14 C -1.226 -1.754 -0.118
15 C -1.363 2.495 0.400
16 C -2.412 -3.757 -0.392
17 C 2.040 -0.186 -2.181
18 C 2.631 -1.101 -1.139
19 H 2.062 -1.246 3.379
20 H 2.436 0.829 -2.079
21 H 0.272 1.716 -2.783
22 H 0.105 1.160 3.216
23 H -1.912 -4.227 0.451
24 H 2.291 0.338 2.591
25 H -3.461 -4.027 -0.422
26 H -0.590 3.505 -1.341
27 H -3.141 1.277 0.257
28 H -1.915 -4.032 -1.319
29 H 2.270 -2.125 -1.258
30 H 3.721 -1.078 -1.169
31 H -1.310 4.582 -0.140
32 H 2.259 -0.559 -3.184
33 H -1.509 2.730 1.462
34 H -0.115 -0.356 4.148
35 H -1.286 0.101 2.881
36 H 3.637 -1.355 1.396
37 H 0.107 0.333 -3.910
38 H 0.282 3.873 0.159
39 H 2.187 -2.383 1.172
40 H -3.406 2.995 -0.082
41 H -2.608 1.973 -1.282
42 H -1.127 0.620 -2.654